# 1
ORCA calculation (ωB97M-V/def2-TZVPD) on 2 unconnected molecules or ions with the total composition C3H10O in a non-equilibrium geometry.

The geometry in XYZ format:
```
14
Properties=species:S:1:pos:R:3:forces:R:3
C -1.130304 2.581403 -0.493380 0.190 -0.554 -0.339
H -1.559105 2.040169 -1.336298 -0.271 0.189 -0.022
H -0.066091 2.355198 -0.548841 0.052 0.339 0.224
H -1.322245 3.646438 -0.571708 0.021 0.004 0.008
H -1.542083 2.165812 0.421523 -0.015 0.106 0.117
C 0.500527 -1.618769 0.727809 -0.122 0.208 1.951
O 1.202217 -2.860884 0.747176 -1.036 -0.813 -0.396
C 0.773157 -0.690174 -0.422047 -0.741 0.417 0.411
H 0.775106 -1.099483 1.659648 0.465 0.111 -0.212
H -0.562511 -1.762571 0.965535 -0.083 -0.189 -0.861
H 0.527339 -3.572318 0.837772 0.963 0.773 -0.184
H 0.267646 -0.974769 -1.339133 0.389 -0.252 -0.297
H 1.829180 -0.465069 -0.523698 0.151 -0.320 -0.317
H 0.307167 0.255018 -0.124358 0.036 -0.019 -0.086
```
Positions in Å, forces in eV/Å.

Output
* structure (SMILES): CCO.C
* spin multiplicity: 1
* energy: -195.506720 Ha
* gap between HOMO and LUMO: 11.117 eV
* molecular weight: 62.112 g mol⁻¹

=====

# 2
ORCA calculation (ωB97M-V/def2-TZVPD) on 2 unconnected molecules or ions with the total composition C3H10O2 in a non-equilibrium geometry.

The geometry in XYZ format:
```
15
Properties=species:S:1:pos:R:3:forces:R:3
C 0.544705 -0.426409 0.304399 2.884 -1.340 -0.657
O 0.846189 0.081459 -1.119001 -1.383 -0.801 2.538
C -0.556707 0.305045 0.904516 -3.362 -0.501 -0.487
C -1.030893 -0.073023 2.341343 -0.127 0.949 -0.676
H 1.472278 -0.175607 0.889130 -0.548 -0.572 -0.519
H 0.368297 -1.574662 0.375031 0.370 1.873 -0.612
H 1.511641 -0.523002 -1.427253 0.615 -0.359 -0.152
H -1.431885 0.118465 0.243080 0.253 0.004 0.265
H -0.400540 1.341304 0.746999 0.328 1.230 0.433
H -1.038211 -1.129122 2.534757 -0.175 -0.695 -0.315
H -2.066640 0.325329 2.526358 1.136 -0.310 -0.153
H -0.345534 0.312919 3.076944 0.151 0.458 0.406
H 0.817310 -0.145814 -3.345944 -0.141 -0.306 0.629
H 0.613498 1.247559 -3.883892 0.034 -0.723 -0.238
O 0.696493 0.315560 -4.166467 -0.034 1.090 -0.461
```
Positions in Å, forces in eV/Å.

Output
* structure (SMILES): CCCO.O
* spin multiplicity: 1
* energy: -270.743770 Ha
* gap between HOMO and LUMO: 11.577 eV
* molecular weight: 78.111 g mol⁻¹